1.
107
Properties=species:S:1:pos:R:3:mulliken_charge:R:1 method="wB97M-V/def2-TZVPD" multiplicity=1 fmax_ev_per_a=7.7 homo_lumo_gap_ev=8.1 smiles="CCC[C@H]1[C@H](CCCO)S(=O)(=O)O[C@@](CCCCCCCCOC(C)=O)(N=C=S)[C@@]1(F)CCCCS(=O)(=O)O.Fc1ccccc1.Fc1ccccc1" homo_energy_ev=-8.8545
C 2.70450 1.71835 3.49031 -0.8670
C 3.78999 2.40760 2.50204 -0.6485
C 2.95907 3.21379 1.34496 -0.0020
C 3.21957 2.67327 -0.12295 -1.5811
C 2.65607 1.16770 -0.25809 -0.0910
C 3.43363 0.25489 -1.31377 -0.9408
C 2.96712 -1.30608 -1.28062 -0.5514
C 2.98873 -1.97191 -2.75870 -0.4865
O 2.00495 -3.03091 -2.89175 -0.5281
S 0.83308 1.31292 -0.49782 0.6411
O 0.23747 0.26091 -1.41690 0.0044
O 0.18702 1.05143 0.85636 -0.6667
O 0.48138 2.87325 -0.88267 -0.4012
C 1.33757 3.44991 -1.94035 0.0775
C 1.29045 2.53386 -3.28519 -0.4195
C -0.23805 2.32702 -3.80505 -0.7220
C -0.38387 0.87145 -4.51042 -0.2120
C -1.78285 0.16960 -4.17230 -0.8444
C -1.66633 -1.38837 -3.78751 0.0928
C -3.16400 -1.85458 -3.35330 -1.0443
C -3.20899 -2.60652 -1.94295 -0.3997
C -2.51100 -1.81246 -0.73755 0.2423
O -3.36387 -1.74052 0.47061 -0.4156
C -2.62676 -1.12774 1.53633 0.8169
C -3.14124 0.23663 2.21722 -0.9517
O -1.54406 -1.59891 1.96924 -0.5424
N 0.56127 4.67382 -2.29560 -0.1002
C 1.00342 5.33525 -3.28232 0.2545
S 1.50154 5.99942 -4.72802 -0.1869
C 2.79556 3.65728 -1.34193 2.1837
F 3.67510 3.15784 -2.42406 -0.4803
C 3.35283 5.09913 -1.05134 -1.7399
C 2.46835 6.25643 -0.45448 -1.1376
C 1.27616 5.94293 0.53350 0.5994
C 0.40799 7.32434 0.68350 -0.7497
S -1.41329 7.06536 0.48804 1.1571
O -1.98516 6.39660 1.72100 -0.6040
O -2.03657 8.44640 0.42072 -0.6512
O -1.78683 6.25548 -0.92894 -0.3864
H 3.21666 1.05018 4.27833 0.3613
H 1.98486 2.47365 3.94425 0.2861
H 2.07205 1.00107 2.84623 0.1311
H 4.31072 1.54708 1.95318 0.3099
H 4.50872 3.09279 3.05868 0.3432
H 1.84417 3.12930 1.63592 0.1842
H 3.23594 4.30638 1.53329 0.2727
H 4.36653 2.57039 -0.22674 0.5617
H 2.79029 0.62142 0.74984 0.3096
H 4.52824 0.22293 -0.94338 0.4489
H 3.48782 0.66434 -2.37131 0.3234
H 1.98550 -1.46695 -0.73088 0.1881
H 3.75952 -1.89994 -0.68608 0.5138
H 2.86776 -1.11679 -3.50393 0.2728
H 4.01463 -2.46829 -2.95101 0.3025
H 2.08419 -3.31554 -3.83373 0.3181
H 1.89607 2.96141 -4.14665 0.7174
H 1.68654 1.47921 -3.12826 -0.4781
H -0.46829 3.08374 -4.64473 0.3293
H -0.98897 2.41289 -2.94178 0.2346
H -0.29738 1.00769 -5.64813 0.5313
H 0.44280 0.14688 -4.20981 -0.0667
H -2.52159 0.27886 -5.03720 0.3687
H -2.27110 0.68522 -3.26707 0.2480
H -1.30551 -1.99037 -4.70249 0.4151
H -0.93963 -1.54414 -2.92530 -0.0953
H -3.61080 -2.51878 -4.16290 0.3234
H -3.81738 -0.90565 -3.28967 0.3739
H -4.32034 -2.71552 -1.65927 0.1913
H -2.80588 -3.67219 -2.01882 0.2710
H -1.60165 -2.44090 -0.41618 0.2220
H -2.17302 -0.75968 -1.02767 -0.1075
H -4.21064 0.13099 2.60061 0.3319
H -2.48752 0.45354 3.13418 0.3086
H -3.03140 1.12369 1.50576 0.1674
H 4.27002 4.97069 -0.35874 0.4642
H 3.81763 5.49855 -2.03192 0.3986
H 3.17067 6.99959 0.08534 0.3226
H 2.03640 6.87496 -1.32954 0.4934
H 1.57970 5.68822 1.61596 0.3355
H 0.52700 5.15012 0.22159 -0.2461
H 0.83404 8.10649 -0.04483 0.3982
H 0.57073 7.75200 1.73014 0.3498
H -2.70091 5.90259 -0.76547 0.3528
F -5.16186 -4.57709 -0.89622 -0.3635
C -4.50241 -5.29829 0.02316 0.2583
C -4.14857 -6.60814 -0.25926 -0.4853
C -3.46055 -7.34957 0.69628 -0.4751
C -3.14445 -6.77466 1.92526 -0.3529
C -3.51019 -5.45924 2.19639 -0.2464
C -4.18807 -4.71653 1.23664 -0.2807
H -4.41081 -7.04002 -1.21814 0.4212
H -3.17163 -8.37328 0.48425 0.3769
H -2.61124 -7.35437 2.67222 0.3930
H -3.26697 -5.01365 3.15429 0.3266
H -4.47235 -3.68927 1.42638 0.4000
F -2.93833 -5.79208 5.57263 -0.3194
C -1.62345 -6.06191 5.61526 0.2627
C -0.75529 -5.35254 4.79932 -0.1806
C 0.60673 -5.62911 4.84781 -0.5397
C 1.08416 -6.61899 5.70339 -0.4077
C 0.20261 -7.32811 6.51421 -0.4066
C -1.15850 -7.04471 6.47456 -0.4163
H -1.14546 -4.59126 4.13357 0.5171
H 1.29529 -5.07486 4.21950 0.3838
H 2.14668 -6.83714 5.73731 0.3597
H 0.57560 -8.10150 7.17699 0.3589
H -1.85807 -7.58066 7.10515 0.4152

2.
115
Properties=species:S:1:pos:R:3:mulliken_spin:R:1 method="wB97M-V/def2-TZVPD" charge=-2 multiplicity=2 fmax_ev_per_a=8.8 homo_lumo_gap_ev="3.0 / 2.8" de_lowest_kcal_mol=125.7 s2=1.83 homo_energy_ev="-0.7279 / -0.5497"
Rb 2.28820 3.64000 4.15625 -0.0003
C -5.85249 4.84306 -1.02852 0.0066
C -6.71863 3.98521 -1.79208 -0.0106
N -7.52852 4.05976 -2.91745 0.0003
C -8.60348 4.92079 -3.56311 -0.0002
C -8.09167 6.24030 -3.12148 0.0050
C -8.54679 7.09363 -2.02848 -0.0014
C -7.95823 8.27179 -1.71153 0.0141
C -7.04363 8.70310 -2.53266 0.0146
C -6.53077 7.87600 -3.46159 0.0011
C -5.36278 8.21868 -4.44529 0.0606
N -4.17090 8.11766 -3.53464 0.1387
C -3.59516 7.09000 -2.98451 0.7127
C -3.93387 5.99518 -2.23332 -0.0845
N -5.04875 5.89274 -1.31795 0.0322
N -7.21761 6.73747 -3.96646 0.0021
H -5.93717 4.44208 -0.00455 0.0037
H -5.15607 6.80984 -0.85991 -0.0081
H 1.34337 -4.45722 1.52576 0.0007
H -6.69679 2.93918 -1.39195 0.0001
H -7.65449 3.34451 -3.52247 0.0003
H -9.62879 4.57491 -3.15757 0.0001
H -8.66206 4.49263 -4.50240 0.0000
H -9.44561 6.96238 -1.46081 0.0001
H -8.51383 8.83245 -1.06771 -0.0005
H -3.25746 -5.31814 -0.48230 -0.0001
H -5.64427 9.29381 -4.72012 -0.0192
H -5.38402 7.45820 -5.26202 -0.0007
H -3.43261 8.85593 -3.51503 -0.0168
H 9.74345 2.08810 -2.18324 0.0000
H -2.56030 7.16439 -3.17141 0.0043
H -3.07671 5.92428 -1.52562 0.0286
H -4.03920 5.06848 -2.89248 0.1187
H -6.57569 9.64278 -2.12136 -0.0020
C -0.95019 -6.79917 3.20796 -0.0069
C 0.36195 -6.39173 3.57830 0.0447
Ge 1.58438 -5.63874 2.33971 0.0028
C 2.71185 -4.38990 3.68884 -0.0189
C 2.90424 -3.01134 3.07692 0.0038
C 2.62775 -7.06732 1.43945 -0.0785
C 2.24010 -7.55852 0.14713 0.0417
Ge 0.48862 -6.93608 -0.38878 -0.0356
C 0.75567 -5.14072 -1.54008 0.0124
C 1.18213 -5.29642 -2.81422 -0.0026
C 8.53628 -5.77030 2.78380 -0.8917
C 7.42588 -6.70790 3.17920 0.0616
C 2.60553 -8.72539 -0.62209 -0.0950
C 2.15352 -9.15533 -1.88486 0.4514
C 2.46831 -10.44287 -2.43552 -0.1965
C 3.53204 -11.15980 -1.89239 0.3259
C 4.27465 -10.47142 -0.77649 -0.1156
C 3.66224 -9.38418 -0.02431 0.4153
H -1.37745 -6.24826 2.28099 0.0009
H -1.67744 -7.05482 3.99563 -0.0001
H -1.13982 -7.89850 2.91824 0.0022
H 0.73567 -7.11953 4.33570 -0.0018
H -8.20121 -6.00705 0.23812 0.0000
H 3.45300 -5.12137 3.87360 0.0011
H 2.03418 -4.31398 4.52944 0.0031
H 2.86729 -2.29560 3.95214 -0.0008
H 2.35911 -2.75250 2.17699 -0.0005
H 3.99895 -2.77833 2.98768 -0.0009
H 3.49412 -7.64809 1.89680 -0.0094
H 0.90563 -4.35958 -0.75094 -0.0009
H -5.85552 2.54444 6.20593 0.0000
H 2.07213 -4.88959 -3.32176 0.0002
H 0.58277 -5.84678 -3.49398 0.0009
H -2.69658 -5.02713 -0.29101 -0.0002
H 8.50911 -5.28877 1.76345 -0.0225
H 9.52081 -5.76932 3.26694 -0.0281
H 7.65264 -7.77616 2.87630 -0.0731
H 6.52138 -6.28554 2.72110 -0.0159
H 7.36550 -6.52797 4.23739 -0.0295
H 1.27887 -8.59842 -2.25407 0.0405
H 1.86334 -10.97897 -3.11997 -0.0139
H 3.88483 -12.14623 -2.30238 0.0061
H 5.05167 -11.20571 -0.28372 0.0645
H 3.98296 -9.08131 0.93308 0.0313
Br -5.58763 4.39768 2.99339 0.0002
C -5.21844 2.88851 4.07492 -0.0001
C -5.25544 1.69714 3.41607 0.0001
C -4.57601 0.59608 3.86698 0.0000
C -4.25497 0.84068 5.09967 0.0000
N -4.05481 1.50595 6.09314 0.0000
C -4.94202 3.04659 5.43184 -0.0001
H -5.73504 1.75377 2.44082 0.0000
H -4.37634 -0.37686 3.41267 0.0000
H -8.46986 -6.05136 -1.39099 0.0000
H -4.81743 4.00421 5.82929 0.0000
F 0.30308 4.77245 4.65070 0.0000
Sb 0.13099 6.68297 3.97919 0.0000
F -1.61705 6.56353 3.29941 0.0000
F -0.33327 7.36683 5.54404 0.0000
F 0.71260 8.32797 2.86420 0.0000
F 2.03840 7.05774 4.79399 0.0000
F 1.03152 5.65971 2.42363 0.0000
C 7.85317 5.64572 -2.79858 0.0000
C 9.04005 4.70696 -3.41049 0.0000
C 8.63369 3.36778 -3.77133 0.0000
N 8.82643 2.22539 -2.97510 0.0000
N 8.02922 1.21568 -3.10924 0.0000
C 7.44230 1.30448 -4.32707 0.0000
N 6.60836 0.49271 -4.77337 0.0000
S 7.45690 2.93138 -4.91940 0.0000
H 7.38302 6.11675 -3.69632 0.0000
H 8.21431 6.47772 -2.24803 0.0000
H 7.08798 5.08950 -2.24225 0.0000
H 9.92382 4.68002 -2.80393 0.0000
H 9.36936 5.22842 -4.37864 0.0000
H 5.29673 -10.10555 -0.97288 0.1286
H 6.40644 -0.09932 -3.95926 0.0000
Se 7.57041 1.96057 2.40711 -0.0002
C 5.90297 2.15497 3.03466 0.0000
N 4.70643 2.36433 3.20124 0.0000
O -7.98740 -5.77291 -0.71641 0.0000

Q: Among the records above, which one has the highest multiplicity?
A: C37H55BrF6Ge2N9ORbSSbSe

Q: The lowest multiplicity belongs to which entry?
A: C37H54F3NO9S3

Q: Among the records above, which one has the highest multiplicity?
A: C37H55BrF6Ge2N9ORbSSbSe